1.
The following is a DFT calculation (ωB97M-V/def2-TZVPD) of a structure of composition C42H50AsBEuIN8O2S7.

XYZ file:
```
113
Properties=species:S:1:pos:R:3:mulliken_spin:R:1
Eu -2.771 -1.410 0.719 4.09
C -1.669 -5.608 -2.164 0.01
C -0.579 -4.674 -1.753 -0.06
C 0.697 -5.138 -1.457 0.23
C 1.704 -4.226 -1.102 -0.05
N 1.460 -2.953 -0.949 0.22
N 0.193 -2.499 -1.146 0.05
B 0.030 -1.058 -0.972 0.32
N 0.738 -0.342 0.052 0.19
N 1.215 0.878 -0.359 0.21
C 2.061 1.509 0.387 -0.10
C 2.520 1.003 1.625 0.40
C 1.858 -0.097 2.164 -0.14
C 2.104 -0.507 3.587 0.01
C 0.928 -0.755 1.383 0.42
S -0.260 -1.771 2.198 -0.03
C 2.544 2.852 -0.145 -0.05
C 4.044 2.740 -0.450 -0.01
C 1.793 3.231 -1.424 0.01
C 2.303 3.929 0.921 0.00
N -0.340 -0.309 -2.228 -0.01
N 0.409 -0.640 -3.271 -0.02
C 0.173 -0.116 -4.438 -0.01
C -0.924 0.750 -4.635 0.00
C -1.695 1.110 -3.568 0.01
C -2.912 1.964 -3.699 0.00
C -1.343 0.604 -2.280 -0.05
S -2.144 1.075 -0.882 0.00
C 1.195 -0.478 -5.512 0.01
C 1.357 -2.001 -5.574 0.00
C 2.530 0.165 -5.101 0.00
C 0.788 0.051 -6.886 0.00
C -0.837 -3.302 -1.611 0.33
S -2.337 -2.557 -1.995 0.04
C 3.175 -4.609 -0.934 -0.05
C 3.693 -4.135 0.429 -0.01
C 3.382 -6.116 -1.052 0.02
C 3.956 -3.890 -2.047 -0.01
H -1.257 -6.558 -2.507 0.00
H -2.294 -5.159 -2.935 0.00
H -2.307 -5.804 -1.300 0.00
H 0.888 -6.201 -1.473 0.03
H 3.276 1.521 2.199 0.02
H 3.091 -0.172 3.908 0.00
H 2.031 -1.586 3.707 -0.01
H 1.356 -0.050 4.241 0.00
H 4.223 1.958 -1.191 0.00
H 4.610 2.490 0.450 0.00
H 4.422 3.688 -0.843 0.00
H 1.965 2.489 -2.204 0.00
H 2.128 4.210 -1.779 0.00
H 0.719 3.264 -1.235 0.00
H 2.911 3.743 1.809 0.00
H 1.254 3.922 1.224 0.00
H 2.559 4.917 0.531 0.00
H -1.186 1.098 -5.626 0.00
H -3.141 2.160 -4.748 0.00
H -2.776 2.906 -3.167 0.00
H -3.755 1.459 -3.222 0.00
H 1.597 -2.392 -4.586 0.00
H 2.158 -2.269 -6.269 0.00
H 0.431 -2.471 -5.910 0.00
H 2.853 -0.232 -4.139 0.00
H 2.418 1.248 -5.006 0.00
H 3.299 -0.040 -5.852 0.00
H -0.169 -0.369 -7.205 0.00
H 1.546 -0.230 -7.620 0.00
H 0.710 1.141 -6.882 0.00
H 3.161 -4.638 1.236 0.00
H 3.537 -3.061 0.539 0.00
H 4.762 -4.355 0.517 0.00
H 2.850 -6.641 -0.256 0.00
H 4.447 -6.347 -0.966 0.00
H 3.029 -6.491 -2.015 0.00
H 3.825 -2.814 -1.945 0.00
H 3.583 -4.188 -3.031 0.01
H 5.023 -4.131 -1.988 0.00
S -2.323 -4.423 4.421 0.00
As -1.902 -4.814 2.410 0.00
S -3.326 -4.007 1.002 -0.01
S 0.228 -3.792 1.994 0.04
S -1.388 -6.792 1.939 0.01
I -5.453 -0.648 -0.338 -0.01
O -3.751 -0.914 2.654 -0.01
C -3.151 0.167 2.791 -0.02
N -3.527 1.157 3.647 0.00
C -2.668 2.317 3.482 -0.01
C -1.662 1.740 2.429 -0.01
O -0.693 2.348 2.014 -0.02
N -2.042 0.490 2.090 0.00
C -1.971 2.692 4.797 0.00
C -0.657 3.148 4.836 0.00
C -0.067 3.488 6.046 0.00
C -0.782 3.391 7.229 0.00
C -2.093 2.943 7.198 0.00
C -2.679 2.591 5.993 0.00
C -3.425 3.536 2.952 0.00
C -4.670 3.861 3.488 0.00
C -5.362 4.977 3.049 0.00
C -4.819 5.793 2.069 0.00
C -3.585 5.473 1.525 0.00
C -2.891 4.354 1.963 0.00
H -4.447 1.163 4.046 0.00
H -0.095 3.224 3.917 0.00
H 0.964 3.819 6.062 0.00
H -0.318 3.657 8.172 0.00
H -2.659 2.851 8.117 0.00
H -3.696 2.220 5.992 0.00
H -5.116 3.237 4.254 0.00
H -6.334 5.207 3.469 0.00
H -5.357 6.671 1.731 0.00
H -3.162 6.091 0.743 0.00
H -1.936 4.104 1.525 0.00
```

As for the LUMO energy (alpha / beta): 3.606 / 3.470 eV. The calculation puts the highest occupied orbital energy (alpha / beta) at -0.631 / -2.079 eV. As for the charge: -2. As for the expectation value of S²: 12.052. The HOMO-LUMO gap (alpha / beta) is 4.24 / 5.55 eV. The spin multiplicity is 7.

=====

2.
The following is a DFT calculation (ωB97M-V/def2-TZVPD) of the ion C6H14NO with charge +1.

XYZ file:
```
22
Properties=species:S:1:pos:R:3:mulliken_spin:R:1
C 0.424 0.729 1.822 0.70
C 1.680 -0.634 -0.633 0.04
C -0.628 -0.773 -1.381 0.05
C -0.600 -1.392 1.532 -0.01
C -0.776 2.014 -1.079 0.04
C 0.296 -0.009 -0.481 -0.03
N 0.011 -0.176 1.026 0.34
O 0.418 1.332 -0.781 0.63
H 0.503 1.742 1.503 0.03
H 0.437 0.624 2.920 0.02
H 2.239 -0.411 0.260 0.00
H 2.282 -0.226 -1.448 0.00
H 1.585 -1.680 -0.688 0.01
H -1.603 -0.525 -0.989 -0.01
H -0.319 -1.770 -1.221 0.00
H -0.558 -0.586 -2.431 0.00
H -0.421 -1.226 2.626 0.04
H -0.080 -2.364 1.288 0.01
H -1.677 -1.361 1.351 0.00
H -1.510 1.392 -1.606 0.01
H -0.503 2.995 -1.576 0.02
H -1.199 2.306 -0.013 0.11
```

As for the LUMO energy (alpha / beta): -2.778 / -9.523 eV. The calculation puts the highest occupied orbital energy (alpha / beta) at -10.059 / -14.756 eV. As for the charge: +1. As for the expectation value of S²: 2.009. The HOMO-LUMO gap (alpha / beta) is 7.28 / 5.23 eV. The energy above the lowest of the compared OMol25 structures with the same formula, charge and spin is 37.90 kcal per mole. The spin multiplicity is 3.

=====

3.
The following is a DFT calculation (ωB97M-V/def2-TZVPD) of a cluster of 2 separate species, C6H15BrN2O2 in total.

XYZ file:
```
26
Properties=species:S:1:pos:R:3:lowdin_charge:R:1
H 3.041 -1.772 2.866 0.04
N 2.362 -1.120 3.277 0.06
C 1.587 -0.709 2.342 -0.22
C 1.783 -1.234 0.861 -0.10
C 0.422 -1.039 0.079 -0.38
C -0.092 -2.473 -0.350 -0.28
N -0.722 -3.118 0.816 -0.49
Br -2.418 -2.422 1.185 0.66
O 0.566 -0.136 -1.032 -0.17
C -0.735 0.191 -1.553 -0.09
H 0.764 0.004 2.567 0.11
H 2.004 -2.327 0.981 0.11
H 2.652 -0.758 0.354 0.13
H -0.276 -0.523 0.791 0.10
H -0.747 -2.471 -1.246 0.11
H 0.822 -3.060 -0.631 0.12
H -0.122 -3.108 1.636 0.04
H -0.939 1.300 -1.511 0.08
H -0.838 -0.156 -2.611 0.10
H -1.561 -0.288 -0.965 0.07
C -0.924 4.262 -1.457 -0.16
O -2.086 3.511 -1.119 -0.14
H -0.240 3.616 -2.004 0.07
H -1.198 5.112 -2.088 0.08
H -0.432 4.620 -0.549 0.08
H -2.674 4.098 -0.638 0.07
```

As for the LUMO energy: 0.444 eV. The calculation puts the highest occupied orbital energy at -8.943 eV. The SMILES is [H]/N=C\C[C@H](CNBr)OC.CO. As for the charge: 0. The HOMO-LUMO gap is 9.39 eV. The energy above the lowest of the compared OMol25 structures with the same formula, charge and spin is 0.00 kcal per mole.

=====

4.
The following is a DFT calculation (ωB97M-V/def2-TZVPD) of the molecule C20H21N3O4.

XYZ file:
```
48
Properties=species:S:1:pos:R:3:lowdin_charge:R:1
C -7.206 -1.858 0.074 0.00
C -6.468 -0.891 -0.829 -0.50
O -7.010 -0.364 -1.781 0.04
N -5.165 -0.656 -0.538 -0.07
C -4.426 -1.129 0.609 -0.13
C -3.981 0.084 1.448 -0.14
N -3.200 1.017 0.671 -0.11
C -1.823 0.857 0.549 -0.23
C -1.057 1.857 -0.063 -0.01
C 0.313 1.765 -0.169 0.00
C 0.985 0.662 0.352 -0.23
N 2.371 0.490 0.260 0.13
C 3.306 1.329 -0.267 -0.42
O 3.069 2.435 -0.712 0.08
C 4.695 0.776 -0.235 -0.14
C 5.740 1.686 -0.132 -0.01
C 7.070 1.284 -0.109 0.02
C 7.313 -0.065 -0.210 -0.20
C 6.270 -0.986 -0.336 -0.19
C 4.955 -0.597 -0.350 0.06
O 6.789 -2.249 -0.436 0.04
C 8.191 -2.097 -0.376 -0.15
O 8.507 -0.729 -0.225 0.04
C 0.242 -0.326 0.988 -0.03
C -1.133 -0.235 1.084 -0.03
C -3.969 1.479 -0.469 -0.13
C -4.410 0.291 -1.335 -0.11
H -7.275 -1.468 1.087 0.08
H -8.209 -1.982 -0.323 0.08
H -6.711 -2.827 0.092 0.08
H -5.028 -1.802 1.214 0.11
H -3.540 -1.670 0.253 0.13
H -3.422 -0.233 2.328 0.12
H -4.877 0.616 1.789 0.13
H -1.539 2.740 -0.450 0.11
H 0.873 2.550 -0.646 0.10
H 2.710 -0.366 0.675 0.13
H 5.492 2.734 -0.070 0.12
H 7.877 1.992 -0.022 0.12
H 4.176 -1.331 -0.487 0.13
H 8.645 -2.479 -1.304 0.14
H 8.587 -2.663 0.482 0.14
H 0.743 -1.188 1.407 0.11
H -1.656 -1.038 1.578 0.10
H -3.385 2.167 -1.074 0.11
H -4.854 2.004 -0.096 0.13
H -5.052 0.622 -2.152 0.12
H -3.524 -0.210 -1.744 0.14
```

As for the LUMO energy: 0.576 eV. The calculation puts the highest occupied orbital energy at -7.412 eV. The SMILES is CC(=O)N1CCN(c2ccc(NC(=O)c3ccc4c(c3)OCO4)cc2)CC1. As for the charge: 0. The HOMO-LUMO gap is 7.99 eV. The energy above the lowest of the compared OMol25 structures with the same formula, charge and spin is 43.98 kcal per mole.

=====

5.
The following is a DFT calculation (ωB97M-V/def2-TZVPD) of a structure of composition C44H39AsCrN3OS.

XYZ file:
```
90
Properties=species:S:1:pos:R:3:mulliken_spin:R:1
Cr 0.795 0.746 0.405 4.22
C -4.259 1.823 5.216 0.00
C -3.674 0.567 4.548 0.00
C -4.214 0.490 3.119 0.00
C -4.157 -0.679 5.305 0.00
C -2.153 0.654 4.598 0.00
C -1.507 0.642 5.843 0.00
C -0.135 0.730 5.953 0.00
C 0.616 0.822 4.791 0.01
S 2.343 0.907 4.619 0.01
C 2.157 0.925 2.900 -0.02
N 0.908 0.887 2.466 -0.16
C 0.011 0.830 3.530 0.08
C -1.382 0.763 3.450 0.03
C 3.243 0.935 1.955 -0.24
C 4.586 0.991 2.342 -0.02
C 5.569 1.015 1.376 0.03
C 5.199 0.977 0.034 -0.02
C 3.863 0.895 -0.326 -0.05
C 2.821 0.862 0.608 0.07
H -5.350 1.787 5.185 0.00
H -3.928 2.724 4.696 0.00
H -3.949 1.898 6.258 0.00
H -5.300 0.399 3.153 0.00
H -3.825 -0.380 2.586 0.00
H -3.976 1.390 2.548 0.00
H -5.244 -0.743 5.243 0.00
H -3.884 -0.644 6.360 0.00
H -3.735 -1.589 4.874 0.00
H -2.091 0.573 6.751 0.00
H 0.351 0.716 6.920 0.00
H -1.853 0.824 2.480 0.01
H 4.847 1.023 3.395 0.00
H 6.612 1.074 1.656 0.00
H 5.968 1.019 -0.729 0.00
H 3.635 0.868 -1.382 0.04
N -0.982 -0.953 0.469 0.00
C -2.191 -0.320 0.032 -0.07
C -3.320 -1.022 -0.303 0.01
C -4.518 -0.356 -0.613 0.00
C -4.584 1.008 -0.572 0.01
C -3.428 1.766 -0.291 0.00
C -3.418 3.177 -0.272 0.02
C -2.246 3.837 -0.025 0.02
C -1.078 3.092 0.178 0.09
N -1.044 1.774 0.187 -0.14
C -2.209 1.097 -0.018 0.06
H -0.923 -1.896 0.109 0.00
H -0.972 -1.017 1.486 0.00
H -3.293 -2.106 -0.304 0.00
H -5.399 -0.937 -0.848 0.00
H -5.518 1.523 -0.758 0.00
H -4.337 3.716 -0.463 0.00
H -2.204 4.916 -0.010 0.00
H -0.128 3.593 0.331 -0.01
O 0.746 0.309 -1.600 -0.01
As 1.483 -0.727 -2.667 0.01
C 2.694 0.268 -3.800 0.00
C 3.447 -0.336 -4.801 0.00
C 4.306 0.436 -5.568 0.00
C 4.403 1.802 -5.343 0.00
C 3.632 2.406 -4.359 0.00
C 2.777 1.638 -3.584 0.00
C 0.081 -1.383 -3.824 0.00
C -0.879 -2.226 -3.277 0.00
C -1.961 -2.628 -4.041 0.00
C -2.074 -2.201 -5.359 0.00
C -1.107 -1.373 -5.909 0.00
C -0.032 -0.952 -5.140 0.00
C 2.318 -2.293 -1.874 0.00
C 3.074 -3.166 -2.649 0.00
C 3.667 -4.272 -2.061 0.00
C 3.521 -4.502 -0.701 0.00
C 2.740 -3.650 0.066 0.01
C 2.123 -2.560 -0.526 -0.02
H 3.361 -1.398 -4.992 0.00
H 4.901 -0.030 -6.342 0.00
H 5.081 2.398 -5.939 0.00
H 3.701 3.472 -4.192 0.00
H 2.177 2.086 -2.801 0.01
H -0.762 -2.575 -2.256 0.00
H -2.718 -3.276 -3.619 0.00
H -2.919 -2.515 -5.957 0.00
H -1.192 -1.050 -6.938 0.00
H 0.716 -0.290 -5.558 0.00
H 3.205 -2.995 -3.709 0.00
H 4.248 -4.953 -2.668 0.00
H 4.013 -5.348 -0.241 0.00
H 2.608 -3.832 1.125 0.00
H 1.512 -1.893 0.066 0.02
```

As for the LUMO energy (alpha / beta): -2.683 / -2.742 eV. The calculation puts the highest occupied orbital energy (alpha / beta) at -9.605 / -10.317 eV. As for the charge: +1. As for the expectation value of S²: 6.022. The HOMO-LUMO gap (alpha / beta) is 6.92 / 7.58 eV. The energy above the lowest of the compared OMol25 structures with the same formula, charge and spin is 0.00 kcal per mole. The spin multiplicity is 5.